# 1
{
  "formula": "C3H3AgO2",
  "method": "ωB97M-V with the def2-TZVPD basis set",
  "mol_weight_g_mol": 178.9,
  "relative_energy_ev": 6.2496,
  "multiplicity": 2,
  "charge": 1,
  "total_energy_ev": -11237.405,
  "homo_lumo_gap_ev": [9.38, 6.97],
  "symbols": ["O", "C", "C", "C", "H", "H", "H", "O", "Ag"],
  "xyz": [[-0.46571, 1.03013, 0.26226], [0.91919, -1.04958, 0.42597], [-1.50323, 0.09236, -0.16560], [-0.25122, -0.44545, 0.25859], [1.98697, -1.31311, -0.44110], [-1.73676, 0.15232, -1.23241], [-2.36514, 0.09199, 0.50633], [1.99926, -0.21482, 0.21664], [1.41664, 1.65616, 0.16933]],
  "lowdin_charge": [-0.17, -0.04, -0.01, -0.16, 0.31, 0.14, 0.14, -0.19, 0.97]
}

# 2
{
  "formula": "C4H39NO16",
  "method": "ωB97M-V with the def2-TZVPD basis set",
  "mol_weight_g_mol": 357.3,
  "relative_energy_ev": 6.1747,
  "charge": 0,
  "total_energy_ev": -39028.543,
  "homo_lumo_gap_ev": 10.65,
  "symbols": ["C", "N", "C", "C", "C", "O", "H", "H", "H", "H", "H", "H", "H", "H", "H", "H", "H", "O", "H", "H", "O", "H", "H", "O", "H", "H", "O", "H", "H", "O", "H", "H", "O", "H", "H", "O", "H", "H", "O", "H", "H", "O", "H", "H", "O", "H", "H", "O", "H", "H", "O", "H", "H", "O", "H", "H", "O", "H", "H", "O"],
  "xyz": [[-0.72903, -0.36276, 3.81071], [-0.11206, -2.45961, 1.05822], [-1.52090, -2.10570, 0.62575], [-1.50583, -0.88496, -0.40281], [-0.23956, -3.92218, 1.33143], [-1.55389, 0.04976, 3.00842], [-0.66835, -0.15486, 4.96751], [-2.21829, -2.93210, 0.43385], [-1.87939, -1.74244, 1.49012], [-1.71852, -0.06568, 0.32587], [-2.12116, -1.06912, -1.18657], [-0.55791, -0.44649, -0.85539], [-0.93424, -4.23281, 2.09212], [0.61486, -4.44216, 1.56022], [-0.49243, -4.37315, 0.37771], [0.78964, 2.18420, 0.37939], [-0.21125, 2.64488, -0.62205], [-0.17146, 2.09259, 0.23974], [-2.22556, 3.63094, 2.13159], [-0.85111, 3.84652, 2.58862], [-1.73186, 3.71917, 2.87107], [3.56029, -1.09545, 3.48558], [2.28664, -0.95961, 2.91492], [3.21012, -0.86669, 2.65366], [-2.93943, 1.91247, 0.94623], [-2.87248, 0.51647, 1.52253], [-3.33116, 1.02389, 0.80073], [0.42409, -2.39136, 0.15646], [0.13931, -1.86414, 2.79726], [0.23744, -1.13639, 3.51422], [-0.50115, 3.99754, -2.74063], [0.75568, 3.07318, -2.41496], [0.00765, 3.56461, -2.08168], [2.88633, 2.85841, 3.14258], [2.96338, 2.76270, 1.53832], [2.47749, 2.61769, 2.35589], [2.92616, 2.55911, -2.30161], [2.63680, 2.03073, -3.68337], [2.29687, 2.64858, -3.04659], [2.78176, 1.54095, -0.08634], [3.91705, 2.19269, -0.45666], [3.17206, 2.43625, 0.00086], [-3.10328, 0.41689, -1.37780], [-4.53172, 0.83853, -1.84272], [-3.71485, 0.49930, -2.12692], [2.70872, -1.85640, 0.09130], [2.42078, -3.35436, -0.19001], [2.76757, -2.56169, -0.60126], [-1.08564, -0.31247, -5.06195], [-1.16618, -1.41592, -3.97365], [-0.60950, -1.01605, -4.51559], [-3.08116, -1.97874, -2.68010], [-3.42002, -0.65631, -3.33233], [-2.97199, -1.54646, -3.50507], [1.98163, 0.31913, 1.14437], [0.86420, 0.13878, 0.07740], [1.92414, 0.07695, 0.24499], [0.82863, -1.26886, -3.03880], [1.77520, -1.77664, -2.13972], [1.41691, -0.94136, -2.41506]],
  "lowdin_charge": [-0.40, -0.10, -0.20, -0.04, -0.12, 0.04, 0.18, 0.12, 0.03, 0.04, -0.01, 0.08, 0.09, 0.04, 0.08, 0.01, 0.04, -0.09, -0.05, 0.02, 0.01, 0.02, 0.01, -0.02, 0.05, 0.03, -0.09, 0.09, 0.12, 0.05, 0.04, -0.01, -0.03, 0.00, -0.03, -0.04, 0.05, 0.06, -0.03, 0.03, 0.03, -0.02, 0.02, 0.04, -0.03, 0.03, 0.03, -0.06, 0.10, -0.10, -0.03, 0.01, 0.05, -0.08, -0.01, 0.11, -0.09, -0.04, 0.00, -0.03]
}

# 3
{
  "formula": "C25H51N5OPRu",
  "method": "ωB97M-V with the def2-TZVPD basis set",
  "mol_weight_g_mol": 569.8,
  "charge": 3,
  "total_energy_ev": -48096.818,
  "homo_lumo_gap_ev": 6.67,
  "symbols": ["Ru", "N", "C", "C", "N", "C", "C", "N", "C", "C", "N", "H", "H", "H", "H", "H", "H", "H", "H", "H", "H", "H", "H", "H", "H", "H", "H", "H", "H", "O", "P", "C", "C", "C", "C", "C", "C", "C", "C", "C", "C", "C", "C", "C", "C", "C", "C", "C", "C", "H", "H", "H", "H", "H", "H", "H", "H", "H", "H", "H", "H", "H", "H", "H", "H", "H", "H", "H", "H", "H", "H", "H", "H", "H", "H", "H", "H", "H", "H", "H", "H", "H", "N", "C"],
  "xyz": [[-1.29646, -1.15274, 2.69489], [-1.14016, -2.41292, 1.02385], [-2.46116, -2.54553, 0.33899], [-3.41559, -1.48037, 0.85216], [-3.27838, -1.39423, 2.34474], [-3.77941, -2.67789, 2.99614], [-2.68831, -3.68452, 3.33597], [-1.53263, -2.97887, 3.94493], [-3.99796, -0.22622, 2.92632], [-3.50970, 0.02063, 4.33547], [-2.01256, 0.06458, 4.35432], [-0.40348, -1.92443, 0.43492], [-0.73686, -3.33442, 1.17588], [-2.87203, -3.53353, 0.53752], [-2.35911, -2.47136, -0.74413], [-4.44994, -1.70399, 0.58062], [-3.15647, -0.50120, 0.45331], [-4.51904, -3.13376, 2.33689], [-4.30720, -2.39668, 3.90472], [-2.33049, -4.21700, 2.46055], [-3.10583, -4.43328, 4.01078], [-0.74085, -3.61799, 3.99128], [-1.74731, -2.75902, 4.91536], [-5.07687, -0.39964, 2.91315], [-3.78618, 0.63012, 2.28709], [-3.82886, -0.77175, 5.01026], [-3.93790, 0.94463, 4.72400], [-1.68905, -0.19453, 5.28467], [-1.71560, 1.02885, 4.25343], [0.91132, -1.23680, 0.04972], [1.16415, -0.19808, -1.03672], [0.12230, 1.24412, -0.47326], [0.08987, 1.17365, 1.04506], [-2.13707, 2.53665, 0.87939], [-1.58051, 3.81371, 0.23469], [-0.07346, 3.79981, -0.04179], [0.46601, 2.68019, -0.93642], [2.90886, 0.24091, -1.08316], [3.36932, 1.18230, -2.22964], [4.47100, 2.13979, -1.76433], [5.51140, 1.39821, -0.93074], [4.89559, 0.80553, 0.35528], [3.36492, 0.76026, 0.29505], [0.39192, -0.78761, -2.57082], [0.11190, 0.16535, -3.75134], [1.21263, 0.25170, -4.81034], [1.73221, -1.12357, -5.21735], [2.18897, -1.92369, -4.00250], [1.04179, -2.11767, -3.01616], [-0.86618, 0.95934, -0.84878], [1.02171, 1.43270, 1.54282], [-0.78592, 2.43755, 2.51192], [-2.98848, 2.75211, 1.52424], [-2.45210, 1.80517, 0.13944], [-1.80439, 4.66373, 0.88033], [-2.13959, 3.97856, -0.68805], [0.47504, 3.80875, 0.90701], [0.18216, 4.75090, -0.50893], [1.54623, 2.80249, -0.98922], [0.08959, 2.80766, -1.95206], [3.37412, -0.74514, -1.21802], [2.53856, 1.74741, -2.65387], [3.75791, 0.57169, -3.04371], [4.04714, 2.96941, -1.18822], [4.93609, 2.58998, -2.64072], [6.33421, 2.06484, -0.67912], [5.94402, 0.60204, -1.54106], [5.19487, 1.38634, 1.22837], [5.26780, -0.20713, 0.51801], [2.96924, 1.77134, 0.44921], [2.98254, 0.12025, 1.09402], [-0.58818, -1.04061, -2.13259], [-0.15011, 1.16611, -3.39593], [-0.78893, -0.21976, -4.23742], [2.04303, 0.86125, -4.45501], [0.80590, 0.77166, -5.67828], [2.55193, -1.01111, -5.92653], [0.94557, -1.67901, -5.73757], [3.03073, -1.41824, -3.51708], [2.55837, -2.90276, -4.30776], [1.36362, -2.69554, -2.14620], [0.26269, -2.70755, -3.50776], [-1.08958, 1.87439, 1.72000], [-0.85731, 0.38349, 1.80581]],
  "lowdin_charge": [1.26, -0.06, -0.16, -0.14, -0.26, -0.10, -0.18, -0.04, -0.14, -0.16, -0.04, 0.02, 0.12, 0.12, 0.13, 0.15, 0.11, 0.15, 0.12, 0.10, 0.15, 0.12, 0.11, 0.16, 0.11, 0.12, 0.14, 0.12, 0.09, -0.36, 0.86, -0.26, -0.19, -0.11, -0.13, -0.17, -0.14, -0.33, -0.18, -0.18, -0.17, -0.16, -0.21, -0.34, -0.16, -0.18, -0.18, -0.18, -0.18, 0.12, 0.16, 0.19, 0.13, 0.12, 0.13, 0.14, 0.12, 0.14, 0.10, 0.12, 0.14, 0.09, 0.11, 0.11, 0.13, 0.12, 0.12, 0.12, 0.12, 0.10, 0.11, 0.10, 0.09, 0.13, 0.09, 0.13, 0.12, 0.13, 0.10, 0.13, 0.11, 0.13, 0.01, -0.14]
}